This record from the OMol25 dataset describes a 3-piece molecular cluster, C15H21BBrF6N3O11 overall at a distorted geometry. The level of theory is wB97M-V/def2-TZVPD.

The geometry in XYZ format:
```
58
Properties=species:S:1:pos:R:3:forces:R:3
C -3.380347 1.110799 -0.533053 0.8 -0.1 -0.1
C -1.837359 0.640746 -0.237775 -1.1 1.3 -1.3
N -1.714631 0.556996 1.253571 -0.2 -0.8 -0.6
C -1.723807 -0.836377 1.759271 0.4 -0.2 1.0
C -0.265219 -1.505656 1.491573 1.2 -0.5 0.2
C -0.315341 -2.748488 0.461989 -0.4 1.1 -4.1
O -0.342979 -2.636157 -0.785541 0.3 -0.4 5.7
Br -0.360236 -4.591632 1.242979 0.1 1.3 -0.3
O -2.658379 -1.801949 1.209988 -1.4 -0.6 0.9
C -3.111625 -2.705743 2.260218 -1.4 -0.9 0.3
O -4.034445 -3.538689 2.224842 4.9 4.0 -0.2
O -2.257256 -2.365745 3.400392 -1.6 -0.1 -1.5
C -2.241479 -0.917805 3.307320 1.4 -0.6 0.2
O -3.632154 -0.574438 3.571098 1.0 0.6 -2.9
N -3.939477 -0.939059 4.866059 -1.5 -2.3 1.2
O -4.820303 -1.742277 4.865427 1.4 2.0 0.2
B -1.288915 -0.039936 4.299117 0.3 1.3 1.5
N 0.076150 -0.412210 4.784483 -0.9 1.6 -0.6
O -1.822357 1.265153 4.713812 1.2 -1.7 -2.1
H -3.977845 0.772750 0.390020 0.6 0.6 -1.7
H -3.399301 2.261782 -0.652222 -0.1 -1.9 0.5
H -3.770923 0.680747 -1.518142 0.4 0.4 1.5
H -1.183089 1.492319 -0.678410 -1.0 -2.0 1.3
H -1.573145 -0.330306 -0.784058 -0.4 1.3 0.9
H -0.858182 1.067156 1.556724 -0.8 -1.1 -0.2
H 0.445719 -0.733410 1.009721 -1.3 -1.2 0.6
H 0.254634 -1.878763 2.440019 -0.9 0.5 -1.2
H 0.726580 -0.044322 4.051274 -0.3 -0.9 0.6
H 0.251758 0.234170 5.587117 -0.1 -0.6 -0.8
H -1.747161 1.817387 3.888173 -0.6 -0.5 1.2
C 5.116083 -5.769303 -1.535010 0.3 0.2 0.2
C 3.827251 -4.971769 -1.578373 0.0 -0.7 -0.5
O 3.792330 -4.006575 -0.515500 0.2 1.2 0.3
C 4.455551 -2.852216 -0.740605 -0.1 -1.5 -1.5
O 5.059297 -2.603419 -1.753510 -0.4 0.3 1.1
C 4.290944 -1.903702 0.444236 0.2 1.2 1.6
F 4.456632 -2.524238 1.632453 -0.1 -0.1 -0.7
F 3.058590 -1.344806 0.474016 0.2 -0.4 -0.4
F 5.171538 -0.885183 0.422716 -0.3 -0.7 -0.4
H 5.253127 -6.224199 -0.550531 -0.1 -0.1 -0.1
H 5.108455 -6.556633 -2.291562 -0.1 0.1 0.1
H 5.982337 -5.127270 -1.712641 -0.1 0.0 -0.1
H 2.977038 -5.640086 -1.423732 0.0 0.3 0.3
H 3.683493 -4.488702 -2.548758 0.1 0.2 0.2
C -1.213879 7.215548 -3.512141 -0.3 -0.2 0.1
C 0.034887 6.447041 -3.898056 -0.1 0.8 -0.3
O 0.131257 5.226186 -3.147734 -0.2 -1.2 0.0
C -0.593604 4.186004 -3.614398 0.0 1.9 -1.0
O -1.295812 4.234134 -4.592193 0.5 -0.6 1.0
C -0.358798 2.945061 -2.757202 0.2 -1.7 1.0
F -0.391320 3.214315 -1.426930 0.0 0.5 -0.7
F 0.845452 2.384542 -2.999968 -0.4 0.6 -0.2
F -1.275342 1.981870 -2.969748 0.3 0.9 -0.3
H -1.243006 7.383444 -2.432394 0.1 0.1 -0.1
H -1.246367 8.180516 -4.022110 0.1 -0.1 0.0
H -2.116041 6.656429 -3.772040 0.1 0.1 -0.1
H 0.920149 7.037818 -3.651556 0.0 -0.3 0.2
H 0.070873 6.248148 -4.972716 -0.1 -0.2 0.2
```
Forces are in eV/Å.

Computed properties:
net charge: 0
SMILES string: CCN[C@]1(CC(=O)Br)OC(=O)O[C@@]1(ON=O)B(N)O.CCOC(=O)C(F)(F)F.CCOC(=O)C(F)(F)F
frontier orbital gap: 9.52 eV
energy: -129908.2880 eV
molar mass: 624.05 g/mol